Record 1
# C5H8N2

A single C5H8N2 molecule (the ωB97M-V functional and the def2-TZVPD basis, OMol25).

Results
* calculated total energy: -8293.1552 eV
* ΔE to the lowest compared entry with this formula, charge and spin: 42.5 kcal/mol
* Kohn-Sham gap: 7.458 eV
* F_max: 0.3 eV/Å
* highest occupied orbital energy: -7.196 eV

Atoms and positions in Å:
1 C -2.1109 -0.1388 0.5241
2 N 0.6171 -1.1126 -0.6942
3 C 1.9242 -1.1018 -0.3304
4 C 2.3017 0.1119 0.2476
5 C 1.1491 0.9276 0.2515
6 C 0.2011 0.1054 -0.3401
7 N -1.2292 0.3751 -0.5626
8 H -3.1611 0.0393 0.2772
9 H -1.8981 -1.2039 0.6135
10 H -1.8305 0.3696 1.4468
11 H 2.5478 -1.9714 -0.5104
12 H 3.2866 0.3863 0.6079
13 H 1.0437 1.9450 0.6121
14 H -1.3812 1.3746 -0.7066
15 H -1.4603 -0.1063 -1.4364

The Mulliken scheme yields these atomic charges, measured in e: atom 1 (C): -0.845, atom 2 (N): -0.700, atom 3 (C): -0.659, atom 4 (C): -0.277, atom 5 (C): -0.694, atom 6 (C): 0.239, atom 7 (N): -0.058, atom 8 (H): 0.354, atom 9 (H): 0.339, atom 10 (H): 0.324, atom 11 (H): 0.423, atom 12 (H): 0.397, atom 13 (H): 0.367, atom 14 (H): 0.394, atom 15 (H): 0.396

***

Record 2
# C5H8N2

A molecular structure, C5H8N2 (the ωB97M-V functional and the def2-TZVPD basis, OMol25).

Results
* calculated total energy: -8289.8084 eV
* ΔE to the lowest compared entry with this formula, charge and spin: 119.6 kcal/mol
* Kohn-Sham gap: 7.533 eV
* F_max: 0.6 eV/Å
* highest occupied orbital energy: -6.863 eV

Atoms and positions in Å:
1 C 2.3636 -1.0161 0.0038
2 C 1.1483 -0.4521 -0.6346
3 C -0.1399 -0.5857 -0.3827
4 C -1.2546 0.1311 -0.1280
5 N -2.6170 -0.2567 -0.3085
6 C -0.9022 1.4653 0.3333
7 N 0.3219 1.7997 0.5392
8 H 2.3614 -0.9421 1.0987
9 H 2.4357 -2.0751 -0.2687
10 H 3.2430 -0.5091 -0.3986
11 H 0.2393 -1.2718 -1.3359
12 H -3.1720 0.0561 0.4832
13 H -2.6817 -1.2689 -0.3142
14 H -1.7457 2.1531 0.4863
15 H 0.4000 2.7724 0.8267

The Mulliken scheme yields these atomic charges, measured in e: atom 1 (C): -0.838, atom 2 (C): -0.301, atom 3 (C): 0.541, atom 4 (C): -0.026, atom 5 (N): -0.655, atom 6 (C): -0.184, atom 7 (N): -0.593, atom 8 (H): 0.280, atom 9 (H): 0.309, atom 10 (H): 0.267, atom 11 (H): 0.105, atom 12 (H): 0.263, atom 13 (H): 0.258, atom 14 (H): 0.347, atom 15 (H): 0.228

***

Record 3
# C5H8N2

A molecular structure, C5H8N2 at a distorted geometry (the ωB97M-V functional and the def2-TZVPD basis, OMol25).

Results
* calculated total energy: -8288.9965 eV
* ΔE to the lowest compared entry with this formula, charge and spin: 138.4 kcal/mol
* Kohn-Sham gap (spin up / spin down): 7.627 / 8.684 eV
* F_max: 3.8 eV/Å
* highest occupied orbital energy (spin up / spin down): -7.948 / -8.287 eV

Atoms and positions in Å:
1 C 3.1931 -0.8237 -0.1468
2 C 1.9783 -0.1735 0.0986
3 C 0.4205 -0.5763 0.2146
4 C -0.8183 -0.2125 -0.6346
5 C -1.9418 0.5622 -0.0950
6 N 2.6146 1.0626 -0.1017
7 N 3.8607 0.3323 -0.0860
8 H 3.5441 -1.8246 -0.2726
9 H 0.1506 -0.3650 1.2540
10 H 0.5252 -1.6646 0.1234
11 H -0.7178 -0.3085 -1.7043
12 H -2.8510 0.3344 -0.6511
13 H -1.7748 1.6399 -0.2081
14 H -2.0991 0.3600 0.9644
15 H 2.5191 1.8307 0.5551

The Mulliken scheme yields these atomic charges, measured in e: atom 1 (C): -0.218, atom 2 (C): 0.259, atom 3 (C): -0.624, atom 4 (C): -0.154, atom 5 (C): -0.974, atom 6 (N): -0.204, atom 7 (N): -0.498, atom 8 (H): 0.368, atom 9 (H): 0.254, atom 10 (H): 0.266, atom 11 (H): 0.396, atom 12 (H): 0.319, atom 13 (H): 0.244, atom 14 (H): 0.311, atom 15 (H): 0.256

***

Record 4
# C5H8N2

A single C5H8N2 molecule (the ωB97M-V functional and the def2-TZVPD basis, OMol25).

Results
* calculated total energy: -8293.3858 eV
* ΔE to the lowest compared entry with this formula, charge and spin: 37.1 kcal/mol
* Kohn-Sham gap: 9.815 eV
* F_max: 0.5 eV/Å
* highest occupied orbital energy: -9.344 eV

Atoms and positions in Å:
1 C -1.5457 -0.4401 -1.5112
2 N 0.7321 0.0819 -1.5207
3 C -0.1838 -0.9167 -0.9528
4 C -0.0217 -0.7364 0.5109
5 C 0.7397 0.3518 0.6730
6 C 1.1689 1.1102 1.8780
7 N 1.1909 0.8052 -0.6114
8 H -1.4163 -0.2585 -2.5786
9 H -1.8039 0.5012 -1.0206
10 H -2.3615 -1.1509 -1.3631
11 H 0.0548 -1.9127 -1.3378
12 H -0.4235 -1.3735 1.2818
13 H 2.0572 0.6599 2.3236
14 H 0.3888 1.1481 2.6397
15 H 1.4241 2.1305 1.5894

The Mulliken scheme yields these atomic charges, measured in e: atom 1 (C): -1.254, atom 2 (N): -0.381, atom 3 (C): 0.308, atom 4 (C): -0.469, atom 5 (C): 0.409, atom 6 (C): -1.037, atom 7 (N): -0.265, atom 8 (H): 0.364, atom 9 (H): 0.313, atom 10 (H): 0.330, atom 11 (H): 0.403, atom 12 (H): 0.386, atom 13 (H): 0.245, atom 14 (H): 0.308, atom 15 (H): 0.341

***

Record 5
# C5H8N2

A molecular structure, C5H8N2 (the ωB97M-V functional and the def2-TZVPD basis, OMol25).

Results
* calculated total energy: -8290.7406 eV
* ΔE to the lowest compared entry with this formula, charge and spin: 98.1 kcal/mol
* Kohn-Sham gap: 9.978 eV
* F_max: 0.4 eV/Å
* highest occupied orbital energy: -9.009 eV

Atoms and positions in Å:
1 C -2.5148 -0.3916 -0.0695
2 N -1.1151 -0.0102 -0.2623
3 C 0.0225 -0.9208 0.0090
4 C 1.0409 0.0176 0.1277
5 C 2.4990 -0.3075 0.2918
6 C 0.4756 1.3167 0.0775
7 N -0.8166 1.3214 -0.1658
8 H -3.1492 0.2491 -0.6836
9 H -2.7763 -0.2688 0.9821
10 H -2.6284 -1.4380 -0.3519
11 H -0.6727 -0.6349 -1.1504
12 H 3.1323 0.3035 -0.3610
13 H 2.6743 -1.3576 0.0469
14 H 2.8415 -0.1470 1.3203
15 H 0.9870 2.2682 0.1894

The Mulliken scheme yields these atomic charges, measured in e: atom 1 (C): -0.780, atom 2 (N): 0.655, atom 3 (C): -1.115, atom 4 (C): 0.760, atom 5 (C): -1.222, atom 6 (C): -0.163, atom 7 (N): -0.838, atom 8 (H): 0.291, atom 9 (H): 0.299, atom 10 (H): 0.347, atom 11 (H): 0.417, atom 12 (H): 0.313, atom 13 (H): 0.333, atom 14 (H): 0.261, atom 15 (H): 0.441

***

Record 6
# C5H8N2

A single C5H8N2 molecule (the ωB97M-V functional and the def2-TZVPD basis, OMol25).

Results
* calculated total energy: -8291.7179 eV
* ΔE to the lowest compared entry with this formula, charge and spin: 75.6 kcal/mol
* Kohn-Sham gap: 7.419 eV
* F_max: 0.5 eV/Å
* highest occupied orbital energy: -7.333 eV

Atoms and positions in Å:
1 C -0.3097 0.4594 -1.4164
2 C 1.4536 0.9894 1.3359
3 C 1.7432 -0.3711 0.9178
4 N 0.8116 -0.9830 0.2091
5 C -0.3232 -0.0791 0.0225
6 N -1.5559 -0.8047 0.2651
7 C 0.1668 1.0823 0.8802
8 H -0.6762 -0.2951 -2.1187
9 H -0.9413 1.3511 -1.4847
10 H 0.7091 0.7543 -1.6801
11 H 2.6614 -0.9265 1.1198
12 H 0.7946 -1.9501 -0.0857
13 H -1.7308 -0.9077 1.2605
14 H -2.3407 -0.2952 -0.1279
15 H -0.4623 1.9761 0.9026

The Mulliken scheme yields these atomic charges, measured in e: atom 1 (C): -1.556, atom 2 (C): -0.833, atom 3 (C): -0.073, atom 4 (N): -0.184, atom 5 (C): 1.233, atom 6 (N): -0.707, atom 7 (C): -0.595, atom 8 (H): 0.415, atom 9 (H): 0.358, atom 10 (H): 0.399, atom 11 (H): 0.417, atom 12 (H): 0.230, atom 13 (H): 0.253, atom 14 (H): 0.276, atom 15 (H): 0.366

***

Record 7
# C5H8N2

A single C5H8N2 molecule at a distorted geometry (the ωB97M-V functional and the def2-TZVPD basis, OMol25).

Results
* calculated total energy: -8290.3209 eV
* ΔE to the lowest compared entry with this formula, charge and spin: 107.8 kcal/mol
* Kohn-Sham gap: 9.074 eV
* F_max: 1.4 eV/Å
* highest occupied orbital energy: -8.711 eV

Atoms and positions in Å:
1 C 1.4512 1.0059 0.4687
2 C 0.4759 0.5379 -0.5973
3 C 0.6870 -0.6848 -1.4178
4 N -0.3428 -0.6244 -0.3362
5 C -2.0479 -0.4561 0.2909
6 C -1.4347 -0.8024 1.5447
7 N -0.5599 -1.0934 2.2420
8 H 1.9857 0.1628 0.9200
9 H 0.9110 1.5170 1.2715
10 H 2.1921 1.7087 0.0654
11 H -0.0116 1.3457 -1.1474
12 H 0.4929 -0.6921 -2.4860
13 H 1.5687 -1.2998 -1.1584
14 H -2.5237 0.5487 0.3299
15 H -2.8438 -1.1737 0.0100

The Mulliken scheme yields these atomic charges, measured in e: atom 1 (C): -1.393, atom 2 (C): 0.114, atom 3 (C): -0.421, atom 4 (N): -0.253, atom 5 (C): -0.350, atom 6 (C): 0.359, atom 7 (N): -0.430, atom 8 (H): 0.315, atom 9 (H): 0.292, atom 10 (H): 0.386, atom 11 (H): 0.340, atom 12 (H): 0.294, atom 13 (H): 0.223, atom 14 (H): 0.242, atom 15 (H): 0.282

***

Record 8
# C5H8N2

A single C5H8N2 molecule at a distorted geometry (the ωB97M-V functional and the def2-TZVPD basis, OMol25).

Results
* calculated total energy: -8289.7495 eV
* ΔE to the lowest compared entry with this formula, charge and spin: 121.0 kcal/mol
* Kohn-Sham gap (spin up / spin down): 7.685 / 7.684 eV
* F_max: 2.4 eV/Å
* highest occupied orbital energy (spin up / spin down): -7.075 / -7.075 eV

Atoms and positions in Å:
1 C 0.3745 -1.2331 -1.3244
2 C 1.9204 0.3811 -0.3525
3 C -1.0465 -0.0264 0.1869
4 C 2.6240 0.9149 0.8355
5 C -2.4942 0.2996 0.4452
6 N 1.3494 -0.6647 -0.6292
7 N -0.9131 -0.7773 -0.8655
8 H 0.4935 -2.1930 -1.8706
9 H 2.3091 1.9891 0.9050
10 H 2.1614 0.4235 1.7145
11 H 3.7190 0.8598 0.8649
12 H -3.2496 -0.3675 -0.0835
13 H -2.7402 0.2959 1.5393
14 H -2.7723 1.2748 -0.0081
15 H -1.7353 -1.1768 -1.3574

The Mulliken scheme yields these atomic charges, measured in e: atom 1 (C): -0.186, atom 2 (C): 0.158, atom 3 (C): -0.386, atom 4 (C): -0.766, atom 5 (C): -0.811, atom 6 (N): -0.169, atom 7 (N): -0.031, atom 8 (H): 0.347, atom 9 (H): 0.246, atom 10 (H): 0.248, atom 11 (H): 0.336, atom 12 (H): 0.249, atom 13 (H): 0.251, atom 14 (H): 0.237, atom 15 (H): 0.279

***

Record 9
# C5H8N2

A molecular structure, C5H8N2 at a distorted geometry (the ωB97M-V functional and the def2-TZVPD basis, OMol25).

Results
* calculated total energy: -8291.3296 eV
* ΔE to the lowest compared entry with this formula, charge and spin: 84.6 kcal/mol
* Kohn-Sham gap: 9.036 eV
* F_max: 1.9 eV/Å
* highest occupied orbital energy: -8.171 eV

Atoms and positions in Å:
1 C -2.0683 -0.3747 -0.5651
2 N -0.9582 0.1193 0.2039
3 C 0.0979 -0.5609 0.6265
4 C 1.1213 0.2912 1.0278
5 C 1.8986 -0.3890 -0.2599
6 C 0.4541 1.5759 0.8182
7 N -0.7689 1.4617 0.3571
8 H -1.9097 -0.1810 -1.6311
9 H -2.9682 0.1383 -0.2369
10 H -2.1711 -1.4506 -0.3991
11 H 0.0953 -1.6429 0.6326
12 H 2.5704 0.3975 -0.5342
13 H 1.3566 -0.6995 -1.1991
14 H 2.4313 -1.2599 0.0997
15 H 0.8191 2.5746 1.0598

The Mulliken scheme yields these atomic charges, measured in e: atom 1 (C): -0.766, atom 2 (N): 0.629, atom 3 (C): -0.421, atom 4 (C): 0.119, atom 5 (C): -0.961, atom 6 (C): -0.372, atom 7 (N): -0.871, atom 8 (H): 0.301, atom 9 (H): 0.272, atom 10 (H): 0.292, atom 11 (H): 0.460, atom 12 (H): 0.320, atom 13 (H): 0.300, atom 14 (H): 0.258, atom 15 (H): 0.440

***

Record 10
# C5H8N2

A single C5H8N2 molecule (the ωB97M-V functional and the def2-TZVPD basis, OMol25).

Results
* calculated total energy: -8292.6412 eV
* ΔE to the lowest compared entry with this formula, charge and spin: 54.3 kcal/mol
* Kohn-Sham gap: 7.914 eV
* F_max: 0.5 eV/Å
* highest occupied orbital energy: -7.341 eV

Atoms and positions in Å:
1 C 0.6975 -0.1209 -2.0001
2 C 1.6448 0.2294 0.2394
3 C 0.7766 -0.6937 -0.5800
4 N -0.5737 -0.6798 0.0480
5 C -0.5301 0.1768 1.0681
6 N -1.6087 0.4154 1.8515
7 C 0.7697 0.7462 1.1768
8 H 0.6394 0.9705 -1.9380
9 H 1.6016 -0.3733 -2.5585
10 H -0.1772 -0.4896 -2.5459
11 H 1.1440 -1.7273 -0.5865
12 H -1.2880 -1.3833 -0.0692
13 H -1.5483 1.2008 2.4808
14 H -2.5322 0.2075 1.5038
15 H 0.9844 1.5214 1.9097

The Mulliken scheme yields these atomic charges, measured in e: atom 1 (C): -1.193, atom 2 (C): -0.999, atom 3 (C): 0.458, atom 4 (N): -0.222, atom 5 (C): 0.489, atom 6 (N): -0.441, atom 7 (C): -0.351, atom 8 (H): 0.308, atom 9 (H): 0.318, atom 10 (H): 0.328, atom 11 (H): 0.337, atom 12 (H): 0.216, atom 13 (H): 0.236, atom 14 (H): 0.227, atom 15 (H): 0.289

***

Record 11
# C5H8N2

A single C5H8N2 molecule (the ωB97M-V functional and the def2-TZVPD basis, OMol25).

Results
* calculated total energy: -8294.7012 eV
* ΔE to the lowest compared entry with this formula, charge and spin: 6.8 kcal/mol
* Kohn-Sham gap: 9.728 eV
* F_max: 0.6 eV/Å
* highest occupied orbital energy: -8.768 eV

Atoms and positions in Å:
1 C -1.8509 0.0988 0.5298
2 C -1.0496 -0.2401 -0.7266
3 N 0.3760 -0.0123 -0.5340
4 C 1.2058 -0.9308 0.0661
5 C 2.2582 -0.2214 0.5690
6 N 2.1278 1.1108 0.2519
7 C 0.9958 1.1940 -0.4022
8 H -2.9220 -0.0464 0.3574
9 H -1.5448 -0.5374 1.3660
10 H -1.6888 1.1403 0.8225
11 H -1.3896 0.3526 -1.5792
12 H -1.1818 -1.2971 -0.9792
13 H 1.0261 -1.9773 -0.1101
14 H 3.1002 -0.5752 1.1502
15 H 0.5944 2.0850 -0.8710

The Mulliken scheme yields these atomic charges, measured in e: atom 1 (C): -0.999, atom 2 (C): -0.534, atom 3 (N): 0.150, atom 4 (C): -0.185, atom 5 (C): -0.463, atom 6 (N): -0.609, atom 7 (C): -0.048, atom 8 (H): 0.374, atom 9 (H): 0.300, atom 10 (H): 0.303, atom 11 (H): 0.322, atom 12 (H): 0.295, atom 13 (H): 0.346, atom 14 (H): 0.383, atom 15 (H): 0.367

***

Record 12
# C5H8N2

2 unconnected molecules or ions with the total composition C5H8N2 at a distorted geometry (the ωB97M-V functional and the def2-TZVPD basis, OMol25).

Results
* calculated total energy: -8290.1973 eV
* ΔE to the lowest compared entry with this formula, charge and spin: 110.7 kcal/mol
* Kohn-Sham gap: 9.914 eV
* F_max: 4.1 eV/Å
* highest occupied orbital energy: -8.971 eV

Atoms and positions in Å:
1 C 2.0516 -0.7555 -0.3112
2 C -1.3200 1.4692 -0.1146
3 C 3.4511 -0.2180 -0.0838
4 C -2.0768 -0.9596 0.3478
5 C -2.1050 0.3369 -0.5868
6 N 2.1606 0.2222 0.4831
7 N -0.8103 2.4631 0.2170
8 H 4.1997 -0.6782 0.5568
9 H 3.6534 0.3365 -1.0882
10 H -1.8950 -1.8567 -0.2894
11 H -3.0429 -1.0763 0.9667
12 H -1.2223 -0.7390 0.9840
13 H -1.6145 0.1279 -1.5650
14 H -3.0655 0.6045 -0.7333
15 H 1.6359 0.7230 1.2169

The Mulliken scheme yields these atomic charges, measured in e: atom 1 (C): -0.437, atom 2 (C): 0.170, atom 3 (C): -0.216, atom 4 (C): -0.835, atom 5 (C): -0.304, atom 6 (N): -0.073, atom 7 (N): -0.446, atom 8 (H): 0.275, atom 9 (H): 0.177, atom 10 (H): 0.254, atom 11 (H): 0.301, atom 12 (H): 0.262, atom 13 (H): 0.237, atom 14 (H): 0.370, atom 15 (H): 0.265

***

Q: Which value of F_max does entry 5 give?
A: 0.4 eV/Å

***

Q: Look up the calculated total energy of the ninth one.
A: -8291.3296 eV

***

Repeat the twelfth record exactly.
# C5H8N2

2 unconnected molecules or ions with the total composition C5H8N2 at a distorted geometry (the ωB97M-V functional and the def2-TZVPD basis, OMol25).

Results
* calculated total energy: -8290.1973 eV
* ΔE to the lowest compared entry with this formula, charge and spin: 110.7 kcal/mol
* Kohn-Sham gap: 9.914 eV
* F_max: 4.1 eV/Å
* highest occupied orbital energy: -8.971 eV

Atoms and positions in Å:
1 C 2.0516 -0.7555 -0.3112
2 C -1.3200 1.4692 -0.1146
3 C 3.4511 -0.2180 -0.0838
4 C -2.0768 -0.9596 0.3478
5 C -2.1050 0.3369 -0.5868
6 N 2.1606 0.2222 0.4831
7 N -0.8103 2.4631 0.2170
8 H 4.1997 -0.6782 0.5568
9 H 3.6534 0.3365 -1.0882
10 H -1.8950 -1.8567 -0.2894
11 H -3.0429 -1.0763 0.9667
12 H -1.2223 -0.7390 0.9840
13 H -1.6145 0.1279 -1.5650
14 H -3.0655 0.6045 -0.7333
15 H 1.6359 0.7230 1.2169

The Mulliken scheme yields these atomic charges, measured in e: atom 1 (C): -0.437, atom 2 (C): 0.170, atom 3 (C): -0.216, atom 4 (C): -0.835, atom 5 (C): -0.304, atom 6 (N): -0.073, atom 7 (N): -0.446, atom 8 (H): 0.275, atom 9 (H): 0.177, atom 10 (H): 0.254, atom 11 (H): 0.301, atom 12 (H): 0.262, atom 13 (H): 0.237, atom 14 (H): 0.370, atom 15 (H): 0.265